Model P:
A 2-piece molecular cluster, CH2BrNO4 overall, computed with ωB97M-V with the def2-TZVPD basis set.

The value obtained for the molecular weight is 171.93 g/mol. The calculation puts the HOMO-LUMO gap (alpha / beta) at 9.5 / 5.7 eV. As for the HOMO energy (alpha / beta): -10.7 / -9.0 eV. Its charge is 0.

Each line ends with the Löwdin charge.
Geometry (Å):
O (-1.1803, 1.5416, -0.2476)  0.088
H (1.4971, -0.4060, -2.0836)  0.186
O (1.3945, -0.5194, 0.4841)  0.128
N (-0.4423, 0.7166, 0.2604)  -0.254
O (-0.3971, 0.6055, 1.6551)  0.052
O (0.6548, -0.1852, -1.6102)  0.175
C (0.6113, -0.1207, -0.3311)  -0.585
Br (-2.3287, -1.5816, -0.1622)  0.099
H (0.1906, -0.0506, 2.0353)  0.111

***

Model Q:
A 2-piece molecular cluster, CH2BrNO4 overall, computed with ωB97M-V with the def2-TZVPD basis set.

The value obtained for the molecular weight is 171.93 g/mol. The calculation puts the HOMO-LUMO gap (alpha / beta) at 8.1 / 8.1 eV. As for the HOMO energy (alpha / beta): -9.9 / -9.9 eV. Its charge is 0.

Each line ends with the Löwdin charge.
Geometry (Å):
N (-0.0743, -1.0233, -0.0413)  -0.444
H (-0.8213, 0.3232, 1.6619)  0.163
O (0.4634, -1.6259, -0.9266)  0.078
O (-1.0566, -1.3238, 0.6024)  0.091
Br (2.2079, 0.6389, -0.2024)  0.989
O (-0.9253, 0.9028, -1.1255)  -0.209
C (0.5566, 0.2159, 0.4358)  -0.740
H (-0.4101, 1.1402, -1.8982)  -0.026
O (0.0597, 0.7521, 1.4940)  0.100

***

Stability, lowest: model Q

***

Model P:
One molecule with the formula C2H2O2, computed with ωB97M-V with the def2-TZVPD basis set.

The value obtained for the molecular weight is 58.04 g/mol. The calculation puts the HOMO-LUMO gap at 9.3 eV. As for the HOMO energy: -10.1 eV. The SMILES is O=CC=O. Its charge is 0.

Each line ends with the Löwdin charge.
Geometry (Å):
C (-0.5730, -0.4629, -0.3523)  -0.183
O (0.8670, 1.5589, -0.0185)  0.043
H (-1.1763, -1.1666, 0.3659)  0.140
O (-0.7491, -0.2612, -1.5428)  0.060
C (0.5661, 0.4031, 0.3334)  -0.171
H (1.0654, -0.0713, 1.2144)  0.111

***

Model Q:
A 2-piece molecular cluster, C2H2O2 overall, computed with ωB97M-V with the def2-TZVPD basis set.

The value obtained for the molecular weight is 58.04 g/mol. The calculation puts the HOMO-LUMO gap at 10.6 eV. As for the HOMO energy: -10.0 eV. Its charge is 0.

Each line ends with the Löwdin charge.
Geometry (Å):
H (0.9354, 0.4483, -0.8910)  0.085
C (-0.6017, 0.8295, 0.9507)  0.052
C (0.3564, -0.5147, -0.7193)  -0.328
O (-0.7481, 1.2074, 2.0042)  0.121
O (0.7174, -1.4953, -0.1797)  -0.004
H (-0.6593, -0.4753, -1.1648)  0.073

***

Model R:
A 2-piece molecular cluster, C2H2O2 overall, computed with ωB97M-V with the def2-TZVPD basis set.

The value obtained for the molecular weight is 58.04 g/mol. The calculation puts the HOMO-LUMO gap (alpha / beta) at 8.9 / 8.9 eV. As for the HOMO energy (alpha / beta): -10.0 / -10.0 eV. Its charge is 0.

Each line ends with the Löwdin charge.
Geometry (Å):
O (1.2911, 1.0870, 1.0125)  0.216
H (-2.7223, -0.3286, -0.6905)  -0.079
C (-1.6562, -0.2075, -0.4922)  0.178
H (-1.2213, 0.1770, -1.4339)  -0.063
O (2.4584, -0.8332, 0.6737)  0.209
C (1.8502, 0.1053, 0.9305)  -0.461

***

Model S:
One molecule with the formula C2H2O2, computed with ωB97M-V with the def2-TZVPD basis set.

The value obtained for the molecular weight is 58.04 g/mol. The calculation puts the HOMO-LUMO gap at 10.0 eV. As for the HOMO energy: -9.7 eV. The SMILES is O=CC=O. Its charge is 0.

Each line ends with the Löwdin charge.
Geometry (Å):
O (-0.7658, -0.7083, 0.7004)  0.040
H (1.1248, 0.6834, 0.7922)  0.128
C (0.7959, 0.1025, -0.0817)  -0.272
C (-0.7970, 0.1608, -0.1548)  -0.082
O (1.4743, -0.6459, -0.7251)  0.053
H (-1.8322, 0.4075, -0.5309)  0.133

***

Stability, lowest: model R

***

Model P:
An isolated ion of composition C4H13N3 and charge +2, computed with ωB97M-V with the def2-TZVPD basis set.

The value obtained for the molecular weight is 103.17 g/mol. The calculation puts the HOMO-LUMO gap at 10.1 eV. As for the HOMO energy: -16.6 eV. The SMILES is N/C(=C\[NH3+])CC[NH3+]. Its charge is +2.

Each line ends with the Löwdin charge.
Geometry (Å):
H (1.2032, 2.9709, 0.6299)  0.169
C (-1.2478, -1.0044, -0.1832)  -0.112
N (1.1178, 2.3459, 1.4356)  0.221
H (0.8367, -1.6029, 0.2420)  0.141
H (-1.6993, -2.6335, -1.4689)  0.179
H (0.3360, 2.8129, 1.9224)  0.192
H (0.5017, -1.2132, -1.4008)  0.130
C (0.7509, 0.5249, -0.2057)  -0.327
H (-1.5149, -0.8485, 0.8528)  0.137
H (-1.6700, -0.2911, -0.8719)  0.144
H (1.2449, 0.6058, -2.1421)  0.123
H (-2.7991, -2.3811, -0.3411)  0.185
H (1.8861, 2.4657, 2.0446)  0.159
C (0.8612, 0.9400, 1.0719)  -0.046
H (0.6888, 0.3129, 1.9305)  0.134
N (-1.7872, -2.3869, -0.4838)  0.219
C (0.2694, -0.9040, -0.3743)  -0.119
H (1.2274, 2.1811, -1.3772)  0.115
N (1.0791, 1.1914, -1.3433)  0.173
H (-1.2849, -3.0857, 0.0626)  0.183

***

Model Q:
A 2-piece molecular cluster, C4H13N3 overall, computed with ωB97M-V with the def2-TZVPD basis set.

The value obtained for the molecular weight is 103.17 g/mol. The calculation puts the HOMO-LUMO gap at 8.9 eV. As for the HOMO energy: -18.5 eV. Its charge is +2.

Each line ends with the Löwdin charge.
Geometry (Å):
C (-3.4318, -0.3104, -0.2843)  0.235
H (-3.9652, 0.5764, -0.1925)  0.093
C (1.1482, -0.4094, -0.0444)  -0.436
H (1.2831, 1.9375, 0.6691)  0.148
H (3.0886, 0.6633, -0.4985)  0.134
H (1.5724, -2.3874, -0.0602)  0.158
C (2.5972, 0.0248, 0.3537)  0.024
H (2.5391, 0.7600, 1.2222)  0.103
H (-2.2295, -0.2106, 1.3520)  0.124
N (0.3320, 0.5499, -0.3946)  -0.014
H (-2.0633, -1.6771, 0.3186)  0.106
C (-2.2776, -0.6131, 0.3548)  -0.106
N (0.8628, 1.8713, -0.2534)  0.180
H (-3.7898, -0.9615, -1.2030)  0.178
H (1.5285, 1.8462, -1.0946)  0.214
H (0.1283, 2.5510, -0.3229)  0.174
N (0.8684, -1.6545, -0.0248)  0.210
H (3.2807, -0.7868, 0.7527)  0.125
H (0.0144, -2.0085, -0.5019)  0.148
H (-1.4867, 0.2392, -0.1480)  0.201

***

Stability, lowest: model Q

***

Model P:
A 2-piece molecular cluster, C4H13N3 overall, computed with ωB97M-V with the def2-TZVPD basis set.

The value obtained for the molecular weight is 103.17 g/mol. The calculation puts the HOMO-LUMO gap at 9.7 eV. As for the HOMO energy: -19.4 eV. Its charge is +2.

Each line ends with the Löwdin charge.
Geometry (Å):
N (-0.8955, 0.2010, 2.0753)  0.247
C (-0.7719, -0.3019, 0.8811)  -0.318
H (1.2392, 1.5892, 1.2985)  0.157
C (2.2354, -0.4981, -1.6102)  0.335
H (-1.0165, 1.1580, 2.2099)  0.119
H (-1.9227, -1.9979, 1.4136)  0.137
H (-1.3623, -0.3667, 2.8083)  0.185
C (0.5122, 1.6415, 0.4153)  0.018
H (-0.2950, 2.3636, 0.6107)  0.124
N (-0.1554, 0.4112, -0.0453)  -0.076
H (-1.3963, -2.0124, -0.2473)  0.037
C (-1.6898, -1.4171, 0.4901)  0.075
H (-2.5548, -0.7940, 0.1516)  0.156
H (2.2318, -1.2337, -0.8358)  0.061
N (0.1486, -0.0392, -1.4138)  0.193
H (1.1109, 1.9456, -0.3955)  0.070
H (-0.0715, 0.5841, -2.1801)  0.167
H (2.4292, -0.8962, -2.6702)  0.125
H (-0.3178, -0.8834, -1.5926)  0.109
H (2.5423, 0.5464, -1.3637)  0.079

***

Model Q:
C4H13N3 as an isolated structure, computed with ωB97M-V with the def2-TZVPD basis set.

The value obtained for the molecular weight is 103.17 g/mol. The calculation puts the HOMO-LUMO gap at 11.1 eV. As for the HOMO energy: -19.1 eV. Its charge is +2.

Each line ends with the Löwdin charge.
Geometry (Å):
H (1.2318, -0.7837, 1.4096)  0.106
H (-1.2981, -1.7440, -1.5220)  0.132
C (-1.7306, -0.7914, -1.2301)  -0.102
H (2.4315, 0.6734, 2.4100)  0.169
H (-0.8385, 0.9946, -0.5529)  0.124
H (0.5892, -1.5486, -0.2151)  0.108
H (-0.4373, 0.4159, -2.1874)  0.137
N (1.0251, 0.1309, 1.0107)  0.082
N (-2.4144, -1.0501, 0.0983)  0.207
H (-2.4159, -0.3048, -1.9143)  0.143
H (-1.7146, -1.3231, 0.7974)  0.164
C (-0.4493, 0.1538, -1.1249)  -0.173
H (1.7766, -0.4486, -1.0566)  0.125
H (2.1538, 2.3826, 0.0484)  0.143
N (2.4801, 2.0416, 0.9438)  0.214
H (-3.2018, -1.6967, 0.2001)  0.192
C (2.0206, 0.9075, 1.4243)  -0.181
H (2.6838, 2.7187, 1.6703)  0.154
C (0.7609, -0.5948, -0.7070)  0.079
H (-2.6527, -0.1330, 0.4972)  0.178

***

Model R:
An isolated ion of composition C4H13N3 and charge +2, computed with ωB97M-V with the def2-TZVPD basis set.

The value obtained for the molecular weight is 103.17 g/mol. The calculation puts the HOMO-LUMO gap at 9.3 eV. As for the HOMO energy: -17.7 eV. The SMILES is N/C=[NH+]\CCC[NH3+]. Its charge is +2.

Each line ends with the Löwdin charge.
Geometry (Å):
N (1.7163, -2.6773, -0.7818)  0.254
H (-2.8782, 2.5393, -0.1711)  0.179
N (0.4545, -1.4022, 0.7183)  0.014
H (1.7338, -2.8765, 1.3470)  0.172
N (-1.9919, 2.8641, -0.5775)  0.210
C (-0.8110, 2.1272, 0.1994)  -0.114
H (0.0899, 2.7281, -0.0185)  0.153
C (-0.7498, 0.6787, -0.2811)  -0.177
H (-1.5745, 2.6986, -1.4882)  0.166
C (0.3955, 0.0393, 0.5089)  -0.168
H (-1.8086, 0.3799, -0.1697)  0.136
H (1.8460, -1.9748, -1.5002)  0.161
H (-2.1140, 3.8316, -0.2675)  0.175
H (-0.5493, 0.5663, -1.3457)  0.122
H (0.2797, 0.4288, 1.5336)  0.134
C (1.4303, -2.3373, 0.4556)  -0.032
H (1.3539, 0.3643, 0.1424)  0.138
H (-0.3827, -1.8634, 1.0590)  0.169
H (2.0634, -3.6297, -0.8739)  0.162
H (-1.1905, 2.0217, 1.2346)  0.145

***

Stability, lowest: model P